Molecular formula: C6H8N2O2
Method: DFT, the ωB97M-V functional and the def2-TZVPD basis

The geometry in XYZ format:
```
18
Properties=species:S:1:pos:R:3:forces:R:3
O 3.9836 -0.9578 1.9223 1.35 -0.61 -2.17
O -3.4791 0.3093 0.4433 0.10 0.12 0.09
N 3.4043 -0.5054 -0.6893 -2.60 1.36 1.65
N -0.8379 1.4275 -0.4399 -0.66 0.22 -0.34
C 1.0186 0.2563 -0.1476 -0.38 0.73 0.57
C -1.2276 0.1123 -0.3353 0.18 -0.21 0.46
C 0.5050 1.5362 -0.3392 0.56 -0.21 0.06
C 2.4063 -0.0924 -0.2081 2.02 -1.38 -2.89
C -2.6461 -0.3089 -0.5334 -0.05 -0.16 -0.04
C -0.1010 -0.6370 -0.0788 -0.06 0.06 -0.50
H -2.6982 -1.4034 -0.4532 0.10 0.19 -0.06
H 3.2155 -1.5391 2.0623 0.66 0.17 -0.53
H 1.0092 2.4932 -0.4365 -0.11 -0.35 0.06
H -0.0681 -1.7144 0.0617 0.01 0.35 -0.09
H 4.3615 -1.1015 0.9355 -1.77 0.28 3.46
H -4.3689 -0.0494 0.3704 0.03 0.02 -0.05
H -1.4901 2.1994 -0.5902 0.51 -0.50 0.13
H -2.9870 -0.0249 -1.5439 0.13 -0.09 0.18
```
Positions in Å, forces in eV/Å.

The HOMO energy comes out at -9.0 eV. As for the spin multiplicity: 1. The calculation puts the LUMO energy at 0.0161 Ha. For the orbital gap, the calculation gives 9.41 eV. Its relative energy (zero: lowest compared OMol25 entry of this formula, charge and spin) is 165.0 kJ/mol.